[1]
{
  "formula": "C4H9N",
  "method": "ωB97M-V/def2-TZVPD",
  "species": ["C", "C", "C", "C", "N", "H", "H", "H", "H", "H", "H", "H", "H", "H"],
  "xyz": [[0.859, -1.189, -0.643], [0.437, 0.192, -0.050], [1.395, 1.311, 0.299], [-0.815, 0.286, 0.489], [-1.951, -0.417, 0.009], [0.564, -1.946, 0.077], [2.058, -1.288, -0.716], [0.450, -1.329, -1.661], [2.306, 1.118, -0.229], [1.629, 1.371, 1.363], [0.871, 2.228, -0.112], [-1.198, 1.129, 1.050], [-2.324, -1.283, 0.545], [-1.952, -0.683, -0.943]],
  "nbo_charge": [-0.65, -0.02, -0.65, -0.04, -0.87, 0.22, 0.21, 0.22, 0.21, 0.22, 0.22, 0.18, 0.37, 0.36],
  "charge": 0,
  "smiles": "CC(C)=CN",
  "e_above_lowest_kj_mol": 129.0,
  "homo_lumo_gap_ev": 9.29
}

---

[2]
{
  "formula": "C6H6O",
  "method": "ωB97M-V/def2-TZVPD",
  "species": ["C", "C", "C", "C", "C", "O", "C", "H", "H", "H", "H", "H", "H"],
  "xyz": [[-2.753, 0.264, 0.225], [-1.565, 0.231, -0.012], [-0.157, 0.155, -0.278], [0.538, -1.183, -0.390], [1.227, -0.630, 0.816], [2.056, 0.366, 0.652], [0.681, 1.297, -0.483], [-3.811, 0.282, 0.422], [1.214, -1.288, -1.247], [-0.111, -2.027, -0.128], [1.037, -1.049, 1.816], [0.383, 2.223, 0.016], [1.260, 1.360, -1.410]],
  "nbo_charge": [-0.27, -0.03, -0.35, -0.48, 0.46, -0.63, 0.00, 0.24, 0.23, 0.24, 0.18, 0.21, 0.20],
  "charge": 0,
  "e_above_lowest_kj_mol": 589.0,
  "homo_lumo_gap_ev": [6.58, 6.58]
}

---

[3]
{
  "formula": "C16H9Cl5F5OTc",
  "method": "ωB97M-V/def2-TZVPD",
  "species": ["Tc", "Cl", "C", "C", "C", "Cl", "C", "Cl", "C", "Cl", "C", "Cl", "F", "C", "C", "F", "C", "F", "C", "O", "C", "F", "C", "F", "C", "C", "C", "C", "H", "H", "H", "H", "H", "H", "H", "H", "H"],
  "xyz": [[0.497, -0.755, -0.798], [2.113, 1.711, 1.239], [2.307, 1.785, -0.445], [1.757, 0.754, -1.250], [1.829, 0.786, -2.632], [0.862, -0.455, -3.436], [2.439, 1.810, -3.320], [2.387, 1.827, -5.045], [2.997, 2.770, -2.500], [3.808, 4.037, -3.299], [2.990, 2.797, -1.110], [3.816, 4.006, -0.252], [-0.910, -5.615, 3.470], [-0.553, -4.499, 2.857], [-0.675, -4.339, 1.474], [-1.031, -5.336, 0.695], [-0.299, -3.158, 0.924], [-0.338, -2.948, -0.419], [0.239, -2.109, 1.669], [0.665, -0.987, 1.065], [0.308, -2.250, 3.055], [0.722, -1.226, 3.791], [-0.070, -3.420, 3.654], [-0.006, -3.577, 4.945], [-2.444, 2.172, -1.408], [-1.485, 1.462, -0.366], [-2.019, 1.637, 1.082], [-1.393, -0.021, -0.725], [-2.736, 3.154, -1.011], [-3.286, 1.571, -1.688], [-1.960, 2.368, -2.351], [-0.489, 1.889, -0.370], [-3.016, 1.211, 1.138], [-2.047, 2.699, 1.372], [-1.330, 1.199, 1.812], [-1.677, -0.271, -1.762], [-1.969, -0.681, -0.056]],
  "lowdin_spin": [2.63, 0.01, 0.03, -0.03, 0.04, 0.02, -0.01, -0.01, 0.04, 0.02, -0.01, -0.01, 0.01, 0.02, 0.00, 0.00, 0.02, 0.04, 0.01, 0.16, 0.01, 0.00, 0.00, 0.00, 0.00, 0.01, 0.00, -0.03, 0.00, 0.00, 0.00, 0.00, 0.00, 0.00, 0.00, 0.02, 0.01],
  "charge": 1,
  "spin_multiplicity": 4,
  "homo_lumo_gap_ev": [7.59, 6.99]
}

---

[4]
{
  "formula": "C17H26N2O2",
  "method": "ωB97M-V/def2-TZVPD",
  "species": ["C", "C", "C", "N", "C", "C", "C", "O", "N", "C", "C", "O", "C", "C", "C", "C", "C", "C", "C", "C", "C", "H", "H", "H", "H", "H", "H", "H", "H", "H", "H", "H", "H", "H", "H", "H", "H", "H", "H", "H", "H", "H", "H", "H", "H", "H", "H"],
  "xyz": [[2.648, -1.377, -5.139], [1.181, -0.977, -5.206], [0.749, -0.224, -3.944], [0.897, -1.065, -2.768], [-0.238, -1.914, -2.488], [-1.472, -1.215, -1.879], [-1.364, -1.011, -0.381], [-2.128, -1.605, 0.367], [-0.404, -0.174, 0.065], [-0.250, 0.109, 1.496], [-0.008, -1.163, 2.345], [-1.153, -1.782, 2.838], [-1.433, 0.943, 2.021], [-1.081, 1.591, 3.329], [-0.447, 2.827, 3.350], [-0.094, 3.418, 4.550], [-0.370, 2.777, 5.745], [-0.998, 1.543, 5.733], [-1.352, 0.953, 4.532], [0.467, 0.529, -0.860], [1.434, -0.421, -1.596], [2.823, -1.974, -4.248], [2.928, -1.958, -6.013], [3.283, -0.495, -5.094], [0.568, -1.871, -5.324], [1.007, -0.335, -6.072], [1.390, 0.653, -3.828], [-0.283, 0.134, -4.078], [-0.535, -2.386, -3.426], [0.091, -2.706, -1.808], [-1.653, -0.262, -2.380], [-2.346, -1.849, -2.034], [0.660, 0.710, 1.586], [0.580, -0.878, 3.222], [0.593, -1.864, 1.741], [-1.742, -1.935, 2.071], [-1.667, 1.709, 1.277], [-2.302, 0.295, 2.140], [-0.233, 3.334, 2.419], [0.395, 4.382, 4.552], [-0.096, 3.238, 6.683], [-1.214, 1.038, 6.663], [-1.830, -0.015, 4.521], [1.049, 1.253, -0.289], [-0.125, 1.088, -1.592], [2.323, 0.137, -1.898], [1.749, -1.203, -0.896]],
  "nbo_charge": [-0.61, -0.40, -0.22, -0.46, -0.20, -0.53, 0.71, -0.67, -0.45, -0.05, -0.07, -0.74, -0.46, 0.07, -0.25, -0.21, -0.22, -0.20, -0.24, -0.24, -0.22, 0.22, 0.21, 0.20, 0.19, 0.20, 0.19, 0.17, 0.21, 0.20, 0.22, 0.25, 0.21, 0.19, 0.16, 0.50, 0.21, 0.24, 0.20, 0.21, 0.21, 0.21, 0.24, 0.22, 0.20, 0.20, 0.20],
  "charge": 0,
  "smiles": "CCCN1CCC(=O)N([C@H](CO)Cc2ccccc2)CC1",
  "e_above_lowest_kj_mol": 37.5,
  "homo_lumo_gap_ev": 9.17
}

---

Q: What is the formula in the first record?
A: C4H9N